This record from OMol25 describes the ion C22H42NO3 with charge +1 at a distorted geometry. The level of theory is the ωB97M-V functional and the def2-TZVPD basis.

Last column: natural (NBO) charge in e.
Atoms and positions in Å:
C  6.941  4.783  0.431  -0.610
H  7.992  4.864  0.699  0.220
C  6.779  3.861  -0.772  -0.397
C  5.349  3.821  -1.314  -0.388
C  4.303  3.298  -0.328  -0.402
C  4.553  1.850  0.091  -0.432
C  3.403  1.285  0.916  -0.074
H  3.633  0.270  1.252  0.207
H  3.178  1.925  1.770  0.207
O  2.175  1.252  0.160  -0.487
C  1.995  0.259  -0.674  0.801
O  2.728  -0.679  -0.850  -0.607
C  0.668  0.465  -1.426  -0.346
N  0.271  -0.667  -2.294  -0.201
C  -1.055  -0.361  -2.871  -0.428
H  -1.325  -1.124  -3.599  0.231
H  -1.034  0.605  -3.370  0.227
H  -1.798  -0.348  -2.076  0.272
C  1.241  -0.823  -3.398  -0.425
H  0.967  -1.678  -4.013  0.234
H  1.242  0.071  -4.020  0.228
H  2.240  -0.983  -2.997  0.264
C  0.200  -1.953  -1.533  -0.235
H  1.209  -2.357  -1.441  0.263
H  -0.410  -2.639  -2.122  0.227
C  -0.379  -1.844  -0.119  -0.082
O  -1.570  -1.098  -0.132  -0.586
C  -2.340  -1.141  1.073  0.109
H  -1.640  -1.253  1.909  0.186
C  -3.161  0.160  1.183  -0.421
H  -2.854  0.760  2.037  0.222
H  -3.029  0.763  0.284  0.210
C  -4.603  -0.340  1.318  -0.230
H  -5.280  0.399  1.740  0.226
C  -5.027  -0.860  -0.060  -0.409
H  -6.095  -1.067  -0.086  0.220
H  -4.814  -0.133  -0.843  0.203
C  -4.192  -2.146  -0.213  -0.415
H  -4.816  -3.025  -0.365  0.219
H  -3.501  -2.087  -1.053  0.203
C  -3.424  -2.249  1.118  -0.049
C  -2.917  -3.646  1.428  -0.621
H  -2.246  -3.638  2.285  0.212
H  -2.393  -4.073  0.574  0.203
H  -3.756  -4.298  1.658  0.228
C  -4.434  -1.639  2.130  -0.001
C  -5.729  -2.436  2.286  -0.623
H  -5.562  -3.299  2.927  0.216
H  -6.133  -2.788  1.345  0.212
H  -6.480  -1.809  2.763  0.223
C  -3.887  -1.427  3.542  -0.621
H  -4.647  -0.942  4.150  0.224
H  -3.657  -2.386  3.999  0.215
H  -2.994  -0.812  3.577  0.201
H  0.350  -1.379  0.564  0.180
H  -0.551  -2.866  0.236  0.217
H  0.775  1.366  -2.036  0.256
H  -0.124  0.645  -0.694  0.280
H  5.454  1.785  0.700  0.227
H  4.701  1.225  -0.793  0.210
H  4.284  3.933  0.558  0.206
H  3.319  3.369  -0.800  0.197
H  5.335  3.195  -2.211  0.196
H  5.062  4.831  -1.613  0.207
H  7.429  4.215  -1.574  0.211
H  7.107  2.854  -0.510  0.192
H  6.571  5.779  0.200  0.206
H  6.403  4.405  1.297  0.194

Results
* HOMO: -12.560 eV
* E: -31122.6712 eV
* energy relative to the best compared isomer or geometry (same formula, charge and spin): 4.47 kJ/mol
* total charge: +1
* LUMO level: -2.2 eV